53
Properties=species:S:1:pos:R:3:forces:R:3:nbo_charge:R:1 method="wB97M-V/def2-TZVPD" gap_ev="4.0 / 7.3" e_above_lowest_ev=1.083 spin_multiplicity=3 lumo_ev="3.786 / 3.786" charge=-2
Ti 0.20251 1.47133 -0.47026 0.533 0.520 1.569 1.434
O -6.33536 0.21167 -2.22095 -0.046 0.053 0.224 -0.757
C -5.47057 0.87419 -2.82341 0.107 -0.428 -0.279 0.734
O -5.56159 1.54510 -3.86565 0.090 0.233 0.052 -0.748
C -4.03252 0.75530 -2.23280 -0.030 0.068 0.172 -0.053
C -3.78668 -0.05198 -1.11866 -0.036 0.090 -0.124 -0.217
C -2.50398 -0.17661 -0.62641 -0.028 -0.017 0.050 0.048
N -1.46190 0.42285 -1.21030 -0.571 0.174 -0.566 -0.495
C -1.68523 1.21744 -2.28093 -0.329 -0.459 -0.331 0.057
C -2.95340 1.41432 -2.80760 0.055 -0.015 0.021 -0.188
C -0.41448 1.71107 -2.96410 -0.104 -0.070 -0.619 0.744
O -0.44961 2.36518 -3.98694 -0.054 -0.162 0.218 -0.614
O 0.65760 1.28750 -2.34626 -0.146 0.166 -0.678 -0.731
H -4.62186 -0.56149 -0.65825 0.000 -0.004 -0.015 0.247
H -2.27451 -0.76725 0.25384 -0.022 0.036 -0.011 0.209
H -3.10049 2.03625 -3.67942 0.013 -0.003 0.019 0.264
C 4.60561 -4.15341 -2.95388 0.046 -0.010 -0.018 -0.625
C 3.98175 -3.18007 -1.99295 -0.047 0.082 0.091 -0.020
C 4.36848 -3.15605 -0.65436 -0.025 -0.020 -0.157 -0.234
C 3.81265 -2.24684 0.23011 -0.093 0.141 0.031 -0.173
C 2.85376 -1.35030 -0.22071 0.030 0.005 0.065 -0.350
C 2.45822 -1.35413 -1.55168 -0.020 0.104 0.077 -0.120
C 3.02218 -2.26663 -2.42552 0.113 -0.109 0.005 -0.225
S 2.07821 -0.21023 0.91614 0.340 -0.089 0.229 2.356
O 2.83601 -0.30851 2.14271 -0.175 -0.014 -0.255 -0.960
O 0.66020 -0.58231 0.93156 0.040 -0.062 -0.038 -0.953
N 2.02718 1.19601 0.25627 0.204 -0.205 -0.110 -0.974
C 3.01246 2.20706 -0.01079 0.265 0.117 0.061 -0.335
C 2.23213 3.50741 -0.33188 0.440 0.126 0.091 0.800
O 2.84797 4.56212 -0.38610 0.008 -0.076 -0.034 -0.680
O 0.97142 3.34790 -0.51522 -0.140 -0.085 0.004 -0.721
H 4.76334 -5.12389 -2.48274 0.012 -0.028 0.003 0.208
H 5.57787 -3.79328 -3.30061 -0.012 -0.003 0.002 0.212
H 3.97496 -4.29753 -3.82990 -0.013 -0.008 -0.029 0.213
H 5.11309 -3.85935 -0.30031 0.027 -0.033 0.004 0.198
H 4.10803 -2.21887 1.26963 -0.004 0.001 0.026 0.237
H 1.72539 -0.63856 -1.90634 0.001 -0.028 -0.014 0.251
H 2.71136 -2.26685 -3.46308 -0.007 -0.007 -0.030 0.208
H 3.61062 1.96050 -0.89947 0.001 0.039 0.116 0.199
H 3.68853 2.38387 0.83162 -0.079 0.010 -0.076 0.210
N -0.88759 1.98961 1.19165 -0.339 -0.282 0.385 -0.586
C -1.43781 1.55696 2.14261 0.036 0.252 -0.220 0.427
C -2.06921 1.04306 3.24892 0.042 0.126 -0.067 -0.238
C -2.91011 1.85025 4.07991 -0.078 0.119 0.042 -0.227
C -3.52392 1.30542 5.17636 -0.055 0.113 0.025 -0.227
C -3.35222 -0.04242 5.52316 -0.065 -0.041 0.107 -0.341
C -2.52086 -0.83592 4.71766 0.070 -0.120 -0.047 -0.211
C -1.88850 -0.32883 3.61385 0.057 -0.158 0.030 -0.241
H -3.05772 2.89151 3.82573 -0.012 0.019 0.001 0.200
H -4.16043 1.93773 5.78620 -0.007 0.009 0.004 0.190
H -3.84671 -0.45933 6.38984 -0.013 -0.008 0.019 0.186
H -2.36613 -1.87844 4.97351 0.007 -0.016 -0.001 0.190
H -1.22815 -0.94252 3.01621 0.013 -0.044 -0.025 0.220



55
Properties=species:S:1:pos:R:3:forces:R:3:nbo_charge:R:1 method="wB97M-V/def2-TZVPD" smiles="O=C(/N=N/c1c(O)[nH]c2ccccc12)c1cc(NS(=O)(=O)c2cccs2)cc(NS(=O)(=O)c2cccs2)c1" gap_ev=7.7 spin_multiplicity=1 lumo_ev=-0.538
O -0.47703 2.19964 -1.87732 -0.227 -0.286 0.125 -0.573
C -0.51425 1.19296 -1.18989 1.735 -0.010 -0.887 0.600
N -1.58406 0.76000 -0.52899 -2.612 -0.152 1.921 -0.286
N -2.08142 -0.38512 -0.36059 0.983 -0.100 -1.013 -0.100
C -2.92131 -0.58488 0.66985 -0.394 0.315 0.322 -0.109
C -3.52165 -1.83060 0.92648 0.288 -0.063 -0.211 0.597
O -3.34837 -3.02162 0.38646 -0.179 0.144 0.120 -0.650
N -4.40585 -1.69827 1.93891 -0.010 -0.588 -0.277 -0.529
C -4.41985 -0.38939 2.39016 0.264 0.781 0.005 0.117
C -5.17240 0.20038 3.38776 0.018 -0.146 -0.052 -0.238
C -4.96794 1.54973 3.62329 -0.030 0.032 0.031 -0.212
C -4.04810 2.28228 2.87865 -0.032 0.090 0.082 -0.211
C -3.29706 1.69389 1.87729 -0.001 -0.007 -0.005 -0.216
C -3.48181 0.33990 1.63296 -0.173 -0.122 0.033 -0.020
C 0.75462 0.43457 -0.85866 0.222 -0.093 -0.283 -0.020
C 0.69240 -0.88317 -0.43974 0.093 0.114 0.179 -0.299
C 1.84696 -1.64850 -0.37412 -0.048 1.059 0.080 0.157
N 1.69592 -3.02088 -0.15440 -0.553 -0.599 -0.233 -0.829
S 0.45119 -3.78191 -0.98655 0.489 -0.209 -0.324 2.344
O 0.86698 -5.13796 -1.14677 0.215 0.018 -0.007 -0.912
O -0.79899 -3.53701 -0.31547 0.162 0.176 -0.062 -0.982
C 0.37691 -2.93291 -2.53310 -0.451 -0.204 0.465 -0.577
C 1.38128 -2.75823 -3.43815 -0.037 -0.176 0.139 -0.203
C 0.98222 -1.94356 -4.51608 0.019 0.011 0.010 -0.258
C -0.30637 -1.52028 -4.39555 -0.225 -0.215 0.399 -0.381
S -1.06094 -2.10322 -2.97248 0.306 0.059 -0.401 0.548
C 3.08426 -1.04939 -0.56724 -0.040 -0.062 0.000 -0.282
C 3.14949 0.30121 -0.91052 -0.870 -0.197 -0.071 0.163
N 4.37475 0.93364 -1.05657 0.495 0.766 0.040 -0.837
S 4.55327 2.57285 -0.70851 0.168 -0.255 0.278 2.333
O 5.92681 2.70632 -0.33339 0.034 -0.210 0.152 -0.928
O 4.04415 3.36237 -1.77896 -0.395 -0.061 0.017 -0.909
C 3.50613 2.79682 0.70025 0.533 -0.146 -0.201 -0.576
C 2.39043 3.56982 0.79137 0.214 0.014 -0.209 -0.181
C 1.77050 3.46098 2.05432 0.016 -0.031 0.103 -0.263
C 2.42677 2.60641 2.88325 0.344 -0.207 -0.246 -0.378
S 3.82018 1.92052 2.14500 -0.314 0.235 0.086 0.490
C 1.98044 1.02398 -1.12889 -0.164 -0.213 -0.020 -0.261
H -2.47494 -3.11722 -0.05247 -0.101 0.194 0.050 0.543
H -4.96283 -2.45643 2.29917 0.115 0.007 -0.038 0.427
H -5.89108 -0.36647 3.95965 -0.083 -0.052 0.079 0.216
H -5.53636 2.04327 4.39691 -0.054 0.029 0.067 0.215
H -3.92175 3.33355 3.08931 0.010 0.094 0.012 0.213
H -2.59037 2.26213 1.29397 0.027 0.021 -0.024 0.241
H -0.25354 -1.34881 -0.21374 0.143 0.130 0.011 0.253
H 2.54274 -3.56818 -0.15309 -0.005 -0.247 -0.086 0.420
H 2.35545 -3.19946 -3.33461 0.230 -0.062 0.042 0.236
H 1.62489 -1.68186 -5.33618 0.096 0.071 -0.151 0.236
H -0.85513 -0.89014 -5.06660 -0.132 0.134 -0.155 0.250
H 3.99242 -1.62507 -0.46213 0.160 -0.095 0.007 0.209
H 5.19244 0.39742 -0.81222 0.165 0.118 0.087 0.419
H 2.03688 4.17961 -0.01902 -0.092 0.095 -0.205 0.254
H 0.87629 3.99101 2.32584 -0.156 0.083 0.078 0.236
H 2.17661 2.33828 3.89041 -0.061 -0.046 0.221 0.243
H 2.02002 2.02700 -1.51926 -0.107 0.061 -0.080 0.260



48
Properties=species:S:1:pos:R:3:forces:R:3:nbo_charge:R:1 method="wB97M-V/def2-TZVPD" gap_ev=6.4 e_above_lowest_ev=3.387 spin_multiplicity=1 lumo_ev=-4.294 charge=+1
Pt -0.84847 -1.59271 -0.16719 0.057 0.339 0.359 0.792
N 2.01802 1.16374 2.16634 -0.100 -0.164 0.140 -0.631
C 2.08391 0.03307 1.27232 0.071 0.099 -0.081 -0.094
N -0.35678 -0.35062 1.24212 0.030 0.045 -0.142 -0.589
C -0.79378 0.89902 0.96713 0.001 -0.007 -0.048 0.482
N -1.80458 1.07220 0.10849 0.094 -0.116 0.010 -0.384
N -2.06303 -0.08412 -0.57604 -0.090 -0.311 0.127 -0.234
C -2.94824 -0.26321 -1.47985 -0.017 -0.010 -0.153 0.051
C -2.89915 -1.58155 -2.15279 0.013 0.117 0.056 0.162
C -3.79908 -1.92622 -3.13923 -0.049 -0.019 -0.033 -0.210
C -3.68419 -3.16171 -3.76584 -0.015 0.007 -0.003 -0.128
C -2.65955 -4.01008 -3.39767 0.008 0.011 0.005 -0.239
C -1.78572 -3.60441 -2.39794 -0.004 -0.030 0.031 0.088
N -1.89910 -2.43384 -1.78136 -0.055 0.026 -0.091 -0.470
C -0.25544 2.07488 1.66106 -0.038 -0.005 0.067 -0.225
C -1.10259 3.19325 1.76684 0.006 -0.033 0.010 -0.114
C -0.75339 4.30501 2.49225 0.016 -0.013 -0.008 -0.247
C 0.47996 4.32137 3.14211 -0.009 0.028 0.019 -0.142
C 1.34411 3.25977 3.02144 0.000 0.019 -0.026 -0.284
C 1.01670 2.12514 2.26289 0.075 0.067 -0.068 0.287
H 2.82197 1.32966 2.74506 0.013 0.019 -0.024 0.409
H 3.01932 -0.48629 1.49517 -0.020 -0.035 0.035 0.244
H -3.66252 0.50262 -1.76185 0.060 0.024 -0.058 0.223
H -4.58130 -1.23103 -3.41078 -0.010 -0.014 -0.005 0.240
H -4.38922 -3.45097 -4.53311 0.008 0.013 -0.012 0.240
H -2.52586 -4.97262 -3.86875 0.004 -0.008 0.010 0.244
H -0.96602 -4.22903 -2.07190 -0.015 -0.015 0.000 0.224
H -2.06117 3.13597 1.27227 -0.005 0.014 0.004 0.243
H -1.42802 5.14537 2.56849 -0.011 -0.004 0.005 0.229
H 0.77060 5.17669 3.73772 0.005 0.001 -0.003 0.227
H 2.31155 3.29527 3.50931 0.012 0.014 -0.017 0.212
S 1.18490 -1.23439 3.46121 -0.022 0.029 0.046 0.459
C 1.25824 -2.87917 3.16323 -0.071 -0.083 0.023 -0.204
C 0.96807 -3.32173 1.87629 0.196 0.004 -0.059 -0.391
C 0.65506 -2.29361 1.01574 -0.232 0.046 -0.018 0.017
C 0.90310 -0.90368 1.63321 0.042 -0.083 -0.071 -0.042
C 2.15230 0.46638 -0.19453 0.060 0.130 0.059 0.183
C 2.84315 1.63190 -0.51613 -0.097 0.011 0.009 -0.236
C 2.95039 1.98815 -1.84753 -0.009 -0.013 -0.064 -0.147
C 2.37172 1.17439 -2.81117 0.016 0.024 0.026 -0.242
C 1.71814 0.03020 -2.39153 0.005 -0.006 0.022 0.048
N 1.61299 -0.31854 -1.10986 0.096 -0.092 -0.061 -0.448
H 1.46692 -3.54058 3.99675 0.016 -0.012 -0.010 0.255
H 0.87779 -4.37118 1.63876 -0.014 -0.006 0.008 0.252
H 3.27674 2.24988 0.25748 -0.020 -0.006 0.004 0.230
H 3.47657 2.89040 -2.12941 0.001 -0.002 -0.009 0.231
H 2.42829 1.41852 -3.86247 0.000 0.001 -0.003 0.233
H 1.25668 -0.64157 -3.10677 -0.003 -0.002 -0.004 0.199



51
Properties=species:S:1:pos:R:3:forces:R:3:nbo_charge:R:1 method="wB97M-V/def2-TZVPD" gap_ev="7.5 / 5.8" e_above_lowest_ev=0.029 spin_multiplicity=3 lumo_ev="-6.718 / -8.731" charge=+2
Au 0.15883 0.43184 0.25165 0.385 0.177 0.145 1.196
Br 6.51292 3.83188 -1.74831 0.059 0.050 -0.017 0.288
C 5.21905 2.74708 -1.02344 -0.084 -0.029 0.030 -0.045
C 5.55777 1.46236 -0.54096 0.001 -0.002 0.003 -0.218
C 4.58723 0.66700 -0.02501 0.012 0.028 0.014 -0.136
C 3.20414 1.08697 0.02796 -0.031 0.067 0.125 0.451
O 2.36637 0.27369 0.48806 0.060 -0.064 -0.219 -0.592
C 2.87994 2.43180 -0.43899 -0.073 0.005 -0.046 -0.167
C 1.56554 3.05723 -0.38061 0.101 -0.028 0.024 0.190
N 0.47409 2.54070 0.04535 -0.137 -0.087 -0.053 -0.479
C -0.73647 3.28792 0.11707 0.050 -0.035 0.002 0.062
C -0.80526 4.65640 0.14678 -0.015 0.019 0.011 -0.172
C -2.05104 5.30920 0.21428 0.028 -0.014 -0.009 -0.172
C -3.20926 4.58903 0.28321 -0.008 -0.011 0.008 -0.134
C -3.16990 3.17505 0.30521 -0.038 0.026 -0.008 -0.105
C -4.32829 2.37224 0.43193 0.016 0.010 0.004 -0.057
C -4.21435 1.01221 0.48210 0.000 0.002 0.003 -0.260
C -2.93829 0.43695 0.40022 0.009 -0.004 -0.027 0.117
N -1.84714 1.16238 0.26711 -0.210 -0.072 -0.005 -0.532
C -1.92678 2.52555 0.22078 0.021 -0.021 0.029 0.227
C 3.89129 3.21300 -0.94641 0.042 -0.008 0.009 -0.138
H 6.58646 1.13192 -0.58525 -0.003 -0.009 -0.006 0.265
H 4.80358 -0.32085 0.35873 0.005 0.000 -0.005 0.249
H 1.54513 4.08540 -0.73951 0.009 0.002 0.015 0.206
H 0.09463 5.25686 0.14721 -0.014 0.016 -0.010 0.230
H -2.07869 6.38952 0.22251 0.003 0.001 0.011 0.249
H -4.16742 5.08836 0.34314 0.000 0.000 0.001 0.246
H -5.29699 2.85113 0.50092 -0.001 0.000 -0.009 0.247
H -5.07480 0.36849 0.59347 0.010 -0.006 -0.003 0.260
H -2.80864 -0.63700 0.44112 -0.014 0.022 0.004 0.235
H 3.67936 4.21850 -1.28806 -0.001 -0.008 -0.023 0.248
Cl -2.58576 -2.87905 -1.13172 -0.038 -0.038 -0.030 -0.061
C -4.25354 -3.27248 -0.64661 -0.005 -0.032 -0.011 -0.381
Cl -4.61186 -2.68704 0.98095 -0.009 -0.007 0.012 -0.016
H -4.35925 -4.35002 -0.65996 0.008 -0.001 0.016 0.244
H -4.92823 -2.79539 -1.34625 0.008 -0.006 -0.012 0.235
N 1.61254 -6.56242 -0.38118 -0.027 0.005 0.002 -0.792
C 1.06526 -5.88556 0.64847 0.038 -0.003 -0.008 0.634
O 0.75819 -6.39116 1.70317 -0.015 0.001 0.006 -0.557
C 0.81986 -4.39605 0.45573 -0.013 -0.013 -0.018 -0.038
C 0.99984 -3.69170 -0.72843 -0.035 -0.016 -0.007 -0.212
C 0.69708 -2.34594 -0.76466 -0.048 -0.046 0.012 0.048
N 0.23543 -1.69413 0.31123 0.020 0.091 -0.005 -0.524
C 0.06385 -2.36496 1.45841 -0.123 -0.012 0.011 0.055
C 0.34314 -3.71020 1.56375 -0.023 0.021 0.002 -0.184
H 1.76018 -7.55191 -0.26191 0.016 0.003 0.004 0.430
H 1.88716 -6.14246 -1.24832 0.005 -0.001 0.000 0.396
H 1.35388 -4.15777 -1.63690 -0.014 -0.001 -0.004 0.236
H 0.80363 -1.77535 -1.67766 0.036 0.016 0.019 0.221
H -0.32666 -1.80549 2.29775 0.053 0.014 0.019 0.224
H 0.19226 -4.24375 2.49185 -0.016 -0.005 -0.006 0.282